No. 1
ORCA calculation (ωB97M-V/def2-TZVPD) on a cluster of 3 separate species, C4H9NO2 in total at a distorted geometry.

Geometry (Å):
C: -0.92770 1.09065 -0.05201
C: 0.13382 2.03244 0.09552
C: 1.04625 1.73405 -0.91007
N: 0.38693 0.98678 -1.89124
C: -0.75119 0.50944 -1.29968
H: -1.91383 1.39773 0.31257
H: 0.07877 2.92863 0.67486
H: 1.83595 2.33671 -1.37041
H: 0.86054 0.34943 -2.52867
H: -1.59463 0.11118 -1.90057
O: 0.45256 -0.24570 2.46444
H: 0.79344 0.58074 2.07972
H: -0.48393 -0.00188 2.49712
O: -0.37942 -4.74385 0.49183
H: 0.12986 -3.88800 0.35807
H: 0.33258 -5.17837 0.97853

Values from the calculation:
* DFT total energy: -9877.4196 eV
* HOMO-LUMO gap: 9.44 eV
* ΔE to the lowest compared entry with this formula, charge and spin: 254.82 kJ/mol
* highest occupied orbital energy: -8.67 eV
* SMILES string: c1cc[nH]c1.O.O

---

No. 2
ORCA calculation (ωB97M-V/def2-TZVPD) on a structure of composition C21H21N4O4PdSe at a distorted geometry.

Geometry (Å):
Pd: -0.35243 -0.00505 -0.04066
N: -1.97637 1.44232 0.37145
C: -3.24029 0.74042 0.36899
C: -4.43320 1.37920 0.51219
C: -5.64734 0.66525 0.43174
C: -5.63626 -0.67908 0.21039
C: -4.40998 -1.36852 0.07304
C: -4.32721 -2.75872 -0.15279
C: -3.10482 -3.36054 -0.20104
C: -1.95386 -2.57364 -0.05518
N: -1.99647 -1.27415 0.11586
C: -3.20377 -0.64471 0.17505
H: -1.88067 1.99619 -0.47817
H: -1.88264 2.06604 1.16674
H: -4.44129 2.45022 0.68020
H: -6.58985 1.18344 0.54087
H: -6.56084 -1.23854 0.14464
H: -5.23828 -3.32966 -0.28472
H: -3.01109 -4.42646 -0.34904
H: -0.97184 -3.02655 -0.07366
O: -0.64876 0.60682 -2.27945
Se: 0.63436 1.59994 -2.13973
O: 0.69261 2.82964 -3.13144
O: 0.86339 1.81978 -0.52344
O: 1.99509 0.48994 -2.60466
N: 2.67812 -6.68701 -0.09778
C: 2.36599 -5.58300 -0.09242
C: 1.97210 -4.19783 -0.09719
C: 1.86763 -3.48454 1.09074
C: 1.44040 -2.17265 1.03949
N: 1.11736 -1.56875 -0.10742
C: 1.23004 -2.24827 -1.25292
C: 1.66636 -3.55889 -1.29232
H: 2.10913 -3.94839 2.03678
H: 1.36449 -1.57839 1.93977
H: 0.96539 -1.71860 -2.15870
H: 1.75427 -4.08014 -2.23532
C: 4.70149 0.40870 1.32388
C: 5.04311 -0.07454 -0.09094
C: 5.33004 -1.58323 -0.08028
C: 6.27291 0.67817 -0.61701
C: 3.89396 0.18302 -0.98432
C: 2.99291 0.32588 -1.75672
H: 5.55088 0.24640 1.99025
H: 3.84063 -0.13678 1.71918
H: 4.46086 1.47212 1.31962
H: 6.25235 -1.78354 0.46843
H: 5.44206 -1.96314 -1.09632
H: 4.51626 -2.12504 0.40971
H: 7.14330 0.43462 -0.00438
H: 6.10982 1.75549 -0.57595
H: 6.48398 0.39851 -1.64927

Values from the calculation:
* DFT total energy: -105083.2413 eV
* charge: +1
* HOMO-LUMO gap (alpha / beta): 6.90 / 6.91 eV
* ΔE to the lowest compared entry with this formula, charge and spin: 164.37 kJ/mol
* highest occupied orbital energy (alpha / beta): -11.74 / -11.74 eV

---

No. 3
ORCA calculation (ωB97M-V/def2-TZVPD) on a cluster of 2 separate species, C4H11NO3 in total.

Geometry (Å):
C: -0.18006 -1.50651 -0.46916
O: 0.17761 -0.73617 0.66272
C: 1.47004 -0.15775 0.64419
C: 1.58577 1.04131 -0.29752
O: 2.47300 -1.09628 0.39053
H: -1.08408 -2.04275 -0.18868
H: 0.59451 -2.24091 -0.71217
H: -0.38723 -0.87407 -1.33897
H: 1.61580 0.16046 1.68414
H: 1.38116 0.74772 -1.32368
H: 0.87796 1.81319 -0.02079
H: 2.59425 1.44132 -0.23058
H: 2.56282 -1.21311 -0.56346
N: -2.78436 0.37476 0.54270
C: -1.85358 1.21089 0.04610
O: -1.53250 1.27274 -1.11275
H: -3.16870 -0.32715 -0.06931
H: -2.90142 0.25562 1.53261
H: -1.44098 1.87670 0.82412

Values from the calculation:
* DFT total energy: -11958.7362 eV
* HOMO-LUMO gap: 10.76 eV
* ΔE to the lowest compared entry with this formula, charge and spin: 132.50 kJ/mol
* highest occupied orbital energy: -9.90 eV
* SMILES string: CO[C@H](C)O.NC=O

---

No. 4
ORCA calculation (ωB97M-V/def2-TZVPD) on an isolated molecule of C26H25F2N3O8S at a distorted geometry.

Geometry (Å):
C: -0.69952 3.06774 4.55543
C: -0.07274 3.38850 3.22020
O: -0.03548 4.49717 2.74064
N: 0.45539 2.26923 2.62646
C: 1.03619 2.14152 1.37372
C: 1.36299 0.85341 0.93607
C: 1.88982 0.65356 -0.32329
C: 2.12601 1.74410 -1.13919
S: 2.68752 1.49859 -2.81575
O: 3.10175 0.13895 -2.98254
O: 3.60017 2.53296 -3.19683
N: 1.26098 1.76307 -3.69947
C: 1.08355 3.10637 -4.19757
C: 0.13665 1.02085 -3.32975
C: -1.11113 1.60815 -3.13758
C: -2.21698 0.84875 -2.79243
C: -2.10033 -0.52350 -2.63591
O: -3.12985 -1.37545 -2.30229
C: -4.35420 -0.82088 -1.90983
C: -4.27543 -0.04198 -0.59921
O: -5.17266 0.58870 -0.11776
O: -3.06482 -0.18947 -0.05001
C: -2.80471 0.40665 1.20961
C: -1.68094 -0.34005 1.92769
O: -1.30080 0.02864 3.02274
N: -1.18328 -1.37343 1.22485
C: -0.14137 -2.24560 1.56783
C: 0.37086 -2.33857 2.86002
C: 1.39132 -3.22656 3.13098
C: 1.90925 -4.03043 2.12303
O: 2.93331 -4.89305 2.52287
C: 3.46142 -5.76989 1.66471
F: 2.54295 -6.62354 1.14393
F: 4.04662 -5.18541 0.59010
C: 1.40708 -3.94446 0.83395
C: 0.38496 -3.05264 0.56515
C: -0.85453 -1.11840 -2.82952
C: 0.24475 -0.36311 -3.17252
C: 1.85240 3.02799 -0.70568
C: 1.30390 3.23450 0.54554
H: -1.26212 3.92697 4.90796
H: 0.08419 2.84018 5.27543
H: -1.35216 2.20227 4.46870
H: 0.26301 1.39175 3.09758
H: 1.20463 0.01348 1.59525
H: 2.13656 -0.33300 -0.68104
H: 0.67885 3.78981 -3.44345
H: 2.06532 3.46056 -4.50086
H: 0.42077 3.08532 -5.06271
H: -1.24220 2.67118 -3.25505
H: -3.16049 1.35297 -2.64845
H: -4.79777 -0.17876 -2.68188
H: -5.02771 -1.66995 -1.75221
H: -2.49738 1.45080 1.07412
H: -3.71071 0.40184 1.82728
H: -1.55822 -1.49979 0.29162
H: -0.03307 -1.72252 3.64586
H: 1.79808 -3.31427 4.12488
H: 4.22444 -6.36359 2.19179
H: 1.79120 -4.55423 0.03277
H: -0.00661 -2.98150 -0.43817
H: -0.77601 -2.19003 -2.73235
H: 1.20150 -0.83193 -3.32684
H: 2.08784 3.86026 -1.34975
H: 1.07701 4.22923 0.89117

Values from the calculation:
* DFT total energy: -64489.4167 eV
* HOMO-LUMO gap: 8.86 eV
* ΔE to the lowest compared entry with this formula, charge and spin: 0.00 kJ/mol
* highest occupied orbital energy: -8.44 eV
* SMILES string: CC(=O)Nc1ccc(S(=O)(=O)N(C)c2ccc(OCC(=O)OCC(=O)Nc3ccc(OC(F)F)cc3)cc2)cc1

---

No. 5
ORCA calculation (ωB97M-V/def2-TZVPD) on a structure of composition C29H48N5ReSbSi3 at a distorted geometry.

Geometry (Å):
Re: -0.06609 -0.81368 0.07099
C: -1.09995 -3.23887 3.52115
C: -1.23679 -2.36559 2.44845
N: -0.20032 -1.71495 1.90928
C: 1.05682 -1.88927 2.45422
C: 1.26357 -2.73560 3.55961
C: 0.14477 -3.42218 4.07900
C: 2.57154 -2.88727 4.07524
C: 3.60974 -2.24592 3.46500
C: 3.40717 -1.43958 2.32403
C: 2.14538 -1.23538 1.81856
N: 1.78257 -0.48177 0.67533
C: 2.64200 0.07563 -0.29652
C: 3.90601 0.58052 -0.11000
C: 4.69210 0.98360 -1.21331
C: 4.22089 0.89364 -2.49119
C: 2.89629 0.44632 -2.71623
C: 2.31146 0.34025 -3.99620
C: 1.01031 -0.08753 -4.12104
C: 0.27028 -0.36640 -2.97177
N: 0.78393 -0.27537 -1.74904
C: 2.10457 0.08737 -1.60948
H: -1.96624 -3.76926 3.89023
H: -2.20539 -2.17711 2.00122
H: 0.27771 -4.10317 4.91144
H: 2.73415 -3.51922 4.93845
H: 4.61268 -2.35018 3.85646
H: 4.27325 -1.00140 1.85496
H: 4.31247 0.69349 0.88397
H: 5.69162 1.35568 -1.03225
H: 4.83638 1.17519 -3.33580
H: 2.89714 0.59671 -4.87137
H: 0.54337 -0.18944 -5.09106
H: -0.77479 -0.64746 -3.03647
N: 2.14357 -5.58175 -3.84827
C: 1.86963 -5.07613 -2.45445
C: 1.11599 -3.73458 -2.45110
N: 0.80863 -3.27285 -1.08971
H: 2.68800 -6.45177 -3.81826
H: 2.68404 -4.91086 -4.40236
H: 1.27973 -5.78767 -4.36040
H: 2.82887 -4.97037 -1.94977
H: 1.29230 -5.84207 -1.93887
H: 0.18125 -3.82833 -3.00691
H: 1.72545 -2.97218 -2.94290
H: 1.67094 -3.21358 -0.55033
H: 0.21778 -3.95434 -0.61934
C: -1.30874 1.18002 3.89768
Si: -0.84014 2.58491 2.78753
C: -1.90622 4.08390 2.84721
C: 0.96812 2.80521 2.45925
Sb: -1.46537 1.34530 0.24812
Si: -0.95268 3.44045 -1.64684
C: -1.68889 2.73872 -3.19244
C: 0.89435 3.50886 -1.55230
C: -1.86363 4.86401 -0.90869
Si: -4.36438 0.83766 0.27673
C: -4.59240 0.39405 -1.50160
C: -4.54500 -0.51849 1.51785
C: -4.91483 2.50782 0.81908
H: -0.95886 1.38855 4.91466
H: -0.85104 0.24508 3.57447
H: -2.39086 1.05212 3.94977
H: -1.70605 4.60315 3.79198
H: -2.96812 3.84143 2.83355
H: -1.69264 4.78553 2.04263
H: 1.48152 3.03727 3.39858
H: 1.15294 3.63555 1.77687
H: 1.41006 1.89813 2.04427
H: -1.31031 1.74589 -3.42762
H: -1.43714 3.39655 -4.03183
H: -2.77698 2.69839 -3.13384
H: 1.35494 2.53465 -1.70994
H: 1.22915 3.89939 -0.59089
H: 1.26772 4.18688 -2.32761
H: -2.88792 4.61691 -0.63122
H: -1.91693 5.65936 -1.66078
H: -1.34867 5.27593 -0.04141
H: -3.86707 -0.34246 -1.84360
H: -4.53568 1.27387 -2.14337
H: -5.59172 -0.03707 -1.63100
H: -4.27883 -1.49156 1.10197
H: -5.59772 -0.57431 1.81713
H: -3.96179 -0.33313 2.42056
H: -4.47670 3.31505 0.23300
H: -4.71413 2.68185 1.87614
H: -6.00212 2.55930 0.68278

Values from the calculation:
* DFT total energy: -70568.9024 eV
* spin multiplicity: 4
* charge: +4
* HOMO-LUMO gap (alpha / beta): 5.91 / 5.99 eV
* ΔE to the lowest compared entry with this formula, charge and spin: 73.53 kJ/mol
* expectation value of S²: 3.82
* highest occupied orbital energy (alpha / beta): -17.54 / -17.71 eV

---

No. 6
ORCA calculation (ωB97M-V/def2-TZVPD) on a structure of composition C4H4NS at a distorted geometry.

Geometry (Å):
C: -1.35410 -0.56600 -0.05746
C: 0.96481 -0.02186 -0.75511
C: 0.08541 -0.65942 0.27316
C: -0.23918 0.69929 0.90238
N: -2.33789 -0.05794 -0.41073
S: 0.76925 1.65815 -0.01279
H: 1.88395 -0.46638 -0.63414
H: 0.60795 0.09438 -1.73306
H: 0.48471 -1.61078 0.67826
H: -0.86492 0.93056 1.74949

Values from the calculation:
* DFT total energy: -16524.0105 eV
* spin multiplicity: 3
* charge: +1
* HOMO-LUMO gap (alpha / beta): 8.37 / 7.26 eV
* ΔE to the lowest compared entry with this formula, charge and spin: 218.85 kJ/mol
* expectation value of S²: 2.02
* highest occupied orbital energy (alpha / beta): -13.29 / -17.15 eV